The following is a quantum chemistry calculation of a molecular structure, C10H13N2O6Sc at a distorted geometry, from the OMol25 dataset.

Last column: Löwdin charge in e.
Element x y z (Å)
1 O -0.105 -0.024 -6.150  0.246
2 C -0.856 -0.052 -5.272  0.125
3 Sc -0.492 -0.056 -1.869  0.495
4 O 2.199 -0.047 -3.970  0.166
5 C 1.247 -0.048 -3.291  -0.035
6 C -2.671 -0.113 -2.285  -0.066
7 O -3.804 -0.146 -2.534  0.190
8 C -0.836 -2.190 -2.528  -0.009
9 O -1.033 -3.287 -2.837  0.188
10 C -0.886 2.057 -2.558  -0.008
11 O -1.101 3.146 -2.889  0.186
12 H -1.466 -0.084 -4.301  0.065
13 C 2.632 -0.139 0.596  -0.004
14 N 1.633 -0.043 1.660  -0.087
15 C 2.124 -0.031 3.030  -0.012
16 C 0.354 0.015 1.292  -0.405
17 O 0.124 -0.029 0.020  -0.148
18 N -0.711 0.119 2.093  -0.086
19 C -0.675 0.191 3.545  -0.012
20 C -2.030 0.168 1.453  -0.008
21 H 3.612 -0.161 1.074  0.101
22 H 2.578 0.730 -0.071  0.101
23 H 2.500 -1.060 0.013  0.103
24 H 1.890 0.911 3.547  0.104
25 H 1.749 -0.887 3.611  0.104
26 H 3.210 -0.119 2.955  0.099
27 H -0.114 1.070 3.892  0.103
28 H -1.710 0.290 3.876  0.099
29 H -0.256 -0.725 3.986  0.104
30 H -2.112 1.038 0.783  0.097
31 H -2.225 -0.753 0.881  0.098
32 H -2.770 0.258 2.250  0.104

Calculated values
HOMO (spin up / spin down) (Eh): -0.5460 / -0.5361
Total charge: +2
Multiplicity: 1
Electronic energy (Ha): -1709.8652
Energy relative to the best compared isomer or geometry (same formula, charge and spin) (kcal per mole): 31.6